No. 1
The following is a quantum chemistry calculation of one molecule with the formula C5H10O, from the OMol25 dataset.

Summary:
Total energy = -271.58475 Eh
Gap between HOMO and LUMO = 8.613 eV
Max |F| = 0.41 eV Å⁻¹

Each line ends with the Mulliken charge.
Element x y z (Å)
C (1.18230, -0.67954, 1.50681)  -0.82
H (0.03949, -1.84152, -1.27263)  0.31
H (-1.42534, -0.08308, -1.67203)  0.27
H (-2.22358, -0.53873, -0.13696)  0.30
C (0.00070, 1.88641, -0.77004)  -1.04
H (2.02038, -0.00749, 1.70680)  0.25
C (-1.27442, -0.22982, -0.58938)  -0.40
O (1.01479, -0.69538, 0.09814)  -0.40
H (-0.52150, -2.05801, 0.39337)  0.30
H (0.27105, 1.53257, -1.77851)  0.29
C (-0.68246, 0.94458, 0.13565)  -0.08
H (0.85119, 2.38653, -0.29429)  0.28
C (-0.18940, -1.31371, -0.34106)  -0.38
H (0.29718, -0.28139, 2.01669)  0.42
H (1.41791, -1.68505, 1.87767)  0.32
H (-0.77828, 2.66364, -0.88023)  0.38

No. 2
The following is a quantum chemistry calculation of one molecule with the formula C5H10O at a distorted geometry, from the OMol25 dataset.

Summary:
SMILES string = C/C=C/OCC
Total energy = -271.67573 Eh
Gap between HOMO and LUMO = 9.794 eV
Max |F| = 3.97 eV Å⁻¹

Each line ends with the Mulliken charge.
Element x y z (Å)
H (-1.94678, -1.21224, 0.49163)  0.23
H (0.40140, -1.14504, 1.21161)  0.34
C (0.31931, 1.29923, 0.42028)  0.04
H (0.26311, 0.84286, 1.36762)  0.27
H (-1.67524, -2.56973, -0.65367)  0.29
H (0.71343, -2.51631, 0.26576)  0.29
C (0.46900, 0.53145, -0.67013)  -0.10
O (0.57538, -0.85177, -0.75105)  -0.37
C (-1.32121, -2.13752, 0.29243)  -0.98
H (-0.80053, 3.39806, 0.23478)  0.27
H (0.72769, 3.51968, 0.90973)  0.26
H (0.51458, 2.98316, -0.75879)  0.27
C (0.11126, 2.80889, 0.23509)  -1.05
H (-1.60469, -2.68334, 1.14844)  0.39
C (0.12314, -1.62178, 0.31306)  -0.39
H (0.59497, 0.91547, -1.75313)  0.23

No. 3
The following is a quantum chemistry calculation of C5H10O as an isolated structure at a distorted geometry, from the OMol25 dataset.

Summary:
Total energy = -271.58653 Eh
Gap between HOMO and LUMO = 9.059 eV
Max |F| = 1.10 eV Å⁻¹

Each line ends with the Mulliken charge.
Element x y z (Å)
H (0.49200, 2.29151, 0.13833)  0.41
H (1.35862, -0.13257, 2.33571)  0.18
C (0.29089, 1.28912, 0.55561)  -0.84
O (-1.34519, -1.05814, -1.95163)  -0.51
C (0.11459, 0.16607, -0.45425)  0.40
C (-1.27257, 0.01327, -1.03497)  -0.76
H (0.83804, 0.29866, -1.26890)  0.16
H (1.07094, -1.81154, -0.06836)  0.38
H (-0.45285, 1.35072, 1.34433)  0.35
H (1.58903, 1.04563, 0.90996)  0.30
H (-1.55215, 0.91696, -1.58750)  0.32
C (1.57571, -0.09794, 1.26483)  -0.73
C (0.61206, -0.96003, 0.45089)  -0.61
H (-0.23381, -1.34389, 1.05235)  0.29
H (-1.08902, -1.85943, -1.47672)  0.32
H (-1.99628, -0.10842, -0.20969)  0.34

No. 4
The following is a quantum chemistry calculation of one molecule with the formula C5H10O, from the OMol25 dataset.

Summary:
SMILES string = C[C@H]1C[C@]1(C)O
Total energy = -271.69844 Eh
Gap between HOMO and LUMO = 10.229 eV
Max |F| = 0.55 eV Å⁻¹

Each line ends with the Mulliken charge.
Element x y z (Å)
H (0.08302, -2.04144, -0.44708)  0.26
H (-2.25506, 1.08683, 0.53761)  0.44
H (0.76587, -1.18677, 1.66869)  0.30
H (-1.47149, -0.18822, 1.52036)  0.29
C (-1.30960, 0.60606, 0.79201)  -1.34
C (0.16863, -1.05906, -0.90434)  -0.95
H (0.35450, -1.07114, -1.97478)  0.26
C (1.36389, -0.36796, 1.24384)  -1.38
H (2.39482, -0.73246, 1.18594)  0.38
H (-0.68856, 1.36899, 1.28297)  0.28
H (1.33903, 0.45523, 1.96644)  0.33
C (0.90791, 0.01205, -0.15578)  0.06
H (1.52860, 0.72152, -0.69007)  0.38
C (-0.54544, 0.20001, -0.44896)  0.92
O (-0.80745, 1.05753, -1.54328)  -0.53
H (-1.76472, 1.08140, -1.68026)  0.31

No. 5
The following is a quantum chemistry calculation of one molecule with the formula C5H10O at a distorted geometry, from the OMol25 dataset.

Summary:
SMILES string = OC1CCCC1
Total energy = -271.71214 Eh
Gap between HOMO and LUMO = 10.878 eV
Max |F| = 2.67 eV Å⁻¹

Each line ends with the Mulliken charge.
Element x y z (Å)
H (1.38627, 0.84228, 1.51132)  0.26
H (-0.05000, -1.26915, -1.53943)  0.26
H (1.84861, -1.35986, -0.22754)  0.32
C (-1.05375, 0.22260, -0.33349)  0.18
O (-1.89543, 0.16016, 0.80467)  -0.54
C (0.02039, 1.27676, -0.16444)  -0.72
H (-2.42913, -0.64225, 0.70942)  0.31
H (0.93358, -1.37197, 1.25549)  0.25
H (-1.68757, 0.81533, -1.14892)  0.27
H (-0.69252, 2.09250, 0.19550)  0.35
C (1.24742, 0.60929, 0.45974)  -0.64
H (2.17443, 0.88485, -0.05340)  0.28
H (0.27764, 1.70880, -1.13472)  0.30
H (-0.80813, -1.98694, -0.12650)  0.44
C (-0.28170, -1.09537, -0.49249)  -0.80
C (1.00989, -0.88702, 0.28479)  -0.51

No. 6
The following is a quantum chemistry calculation of a 2-piece molecular cluster, C5H10O2 overall, from the OMol25 dataset.

Summary:
2S+1 = 2
Expectation value of S² = 0.765
Total energy = -346.88047 Eh
Charge = -1
Gap between HOMO and LUMO (spin up / spin down) = 2.564 / 6.246 eV
Max |F| = 0.77 eV Å⁻¹

Each line ends with the Mulliken charge.
Element x y z (Å)
O (-2.27676, 3.25696, -2.12210)  -0.74
H (-0.40764, -2.94910, 0.31435)  0.19
C (1.70807, 0.76355, 1.38490)  -0.96
H (0.19983, -2.08667, 2.31143)  0.27
H (0.37984, 0.50507, -0.96961)  0.24
H (-2.80370, 2.48991, -1.86416)  0.37
H (0.34953, -2.02589, -1.93587)  0.34
C (0.08667, -1.39973, -1.09537)  -0.33
H (1.84693, 1.74052, 1.81906)  0.28
O (0.90124, -0.24327, -1.28163)  -0.42
H (2.47725, 0.42771, 0.69570)  0.30
H (-2.89617, 3.98463, -2.24464)  0.32
C (0.36349, -1.43022, 1.44783)  -0.29
H (-1.00772, -1.17951, -1.16004)  0.17
H (0.12776, 0.29392, 2.64712)  0.28
C (0.22558, -2.07150, 0.23128)  -0.57
C (0.72578, -0.07636, 1.82176)  -0.44

No. 7
The following is a quantum chemistry calculation of C5H10O2 as an isolated structure at a distorted geometry, from the OMol25 dataset.

Summary:
Total energy = -346.92447 Eh
Gap between HOMO and LUMO = 10.940 eV
Max |F| = 1.66 eV Å⁻¹

Each line ends with the Mulliken charge.
Element x y z (Å)
H (1.71834, 0.79829, -1.47103)  0.35
O (0.60414, 0.91909, 0.98169)  -0.46
H (0.27726, -2.04817, -0.24177)  0.34
C (-0.42481, 0.30101, 0.14984)  0.15
H (1.09127, 0.03053, -2.95247)  0.37
C (-0.71308, -0.60112, 1.33662)  -0.86
H (0.25350, 1.44242, -2.25964)  0.35
H (0.34282, 0.36522, 3.04719)  0.27
O (0.71543, -1.55933, -0.94885)  -0.58
C (-0.21358, 0.58698, 2.13280)  -0.46
H (-0.92144, 1.40750, 2.28894)  0.26
C (0.81202, 0.53318, -2.02228)  -1.38
H (-1.64599, -1.16650, 1.49219)  0.30
H (-0.98330, -0.61664, -1.65313)  0.24
C (-0.02520, -0.37579, -1.15322)  0.24
H (0.27673, -1.10648, 1.33315)  0.48
H (-1.16411, 1.08981, -0.06004)  0.38

No. 8
The following is a quantum chemistry calculation of a 2-piece molecular cluster, C5H10O2 overall at a distorted geometry, from the OMol25 dataset.

Summary:
SMILES string = C=CCO.CC=O
Total energy = -346.91639 Eh
Gap between HOMO and LUMO = 10.535 eV
Max |F| = 1.83 eV Å⁻¹

Each line ends with the Mulliken charge.
Element x y z (Å)
H (0.49813, -1.35253, -1.52213)  0.30
H (-1.89576, 2.24422, 0.09630)  0.35
C (-0.41711, 1.37420, 0.03552)  0.31
H (-1.47558, -1.95098, -0.16873)  0.33
C (1.81512, -0.80496, 0.15332)  -0.46
H (-0.58333, -1.43174, 1.36556)  0.29
C (0.49856, -1.24160, -0.43805)  0.00
C (-1.87452, 1.15063, 0.09052)  -1.02
O (2.51143, 0.13705, -0.62063)  -0.57
H (2.45721, -1.69018, 0.21069)  0.32
C (-0.57908, -1.53452, 0.28027)  -0.92
H (1.65093, -0.45955, 1.19055)  0.26
H (-2.29334, 0.74074, -0.82858)  0.30
H (-0.03736, 1.73499, 1.01368)  0.33
H (1.87528, 0.83201, -0.85275)  0.45
O (0.18756, 1.50253, -1.00935)  -0.60
H (-2.33814, 0.74972, 1.00379)  0.33

No. 9
The following is a quantum chemistry calculation of one molecule with the formula C5H10O2 at a distorted geometry, from the OMol25 dataset.

Summary:
Total energy = -346.83765 Eh
Gap between HOMO and LUMO = 10.119 eV
Max |F| = 3.03 eV Å⁻¹

Each line ends with the Mulliken charge.
Element x y z (Å)
H (-2.06433, 1.47458, -1.21237)  0.28
C (-1.48472, 0.07622, 0.66927)  -0.80
C (2.09173, -0.03597, -0.45432)  -1.28
H (1.21158, 0.27851, 1.38487)  0.36
C (0.89362, -0.05048, 0.37313)  0.15
H (2.38550, 1.01462, -0.48328)  0.31
H (2.88724, -0.55615, 0.08113)  0.42
C (-1.37615, 1.22259, -0.36249)  -0.22
H (-1.48450, 0.56712, 1.65792)  0.39
C (-0.12703, -1.09425, 0.49255)  -0.21
H (-0.41466, -1.16443, -1.34265)  0.45
O (-0.34643, -1.84499, -0.65510)  -0.55
H (-1.73938, 2.04440, 0.39978)  0.18
H (-2.28993, -0.60064, 0.48877)  0.39
O (-0.10154, 0.98113, -0.91415)  -0.54
H (0.12672, -1.84767, 1.29434)  0.40
H (1.83228, -0.46458, -1.41739)  0.27

No. 10
The following is a quantum chemistry calculation of one molecule with the formula C5H10O2, from the OMol25 dataset.

Summary:
SMILES string = C[C@]1(O)C[C@@]1(C)O
Total energy = -346.95726 Eh
Gap between HOMO and LUMO = 10.009 eV
Max |F| = 0.30 eV Å⁻¹

Each line ends with the Mulliken charge.
Element x y z (Å)
H (-1.83757, -0.59971, -1.46189)  0.29
C (-1.70006, -0.54142, -0.37799)  -1.45
C (-0.60144, 0.41676, 0.01502)  0.95
H (-0.05079, -0.73817, 1.84226)  0.27
O (-0.87337, 1.74986, -0.35596)  -0.57
H (-1.52632, -1.54711, 0.01604)  0.33
C (1.53393, -1.09770, -0.53265)  -1.43
H (0.91849, -1.99062, -0.39157)  0.29
H (0.34096, 1.05425, 1.94895)  0.28
H (1.08636, 2.01791, -0.35361)  0.36
H (1.74404, -0.97246, -1.59981)  0.33
O (1.68675, 1.25813, -0.29725)  -0.61
C (0.14319, 0.19382, 1.31506)  -1.14
H (-1.59619, 2.07661, 0.19423)  0.37
H (-2.64185, -0.18375, 0.06151)  0.41
C (0.88366, 0.15296, -0.00276)  0.95
H (2.49022, -1.24936, -0.01957)  0.36

No. 11
The following is a quantum chemistry calculation of C5H10O2 as an isolated structure, from the OMol25 dataset.

Summary:
Total energy = -346.93908 Eh
Gap between HOMO and LUMO = 10.260 eV
Max |F| = 0.40 eV Å⁻¹

Each line ends with the Mulliken charge.
Element x y z (Å)
O (-1.46413, -0.62291, -1.56215)  -0.50
H (-0.31810, 0.56967, -2.82109)  0.29
H (-1.55686, -1.49816, -1.94902)  0.30
H (1.98185, -0.09383, 2.10832)  0.27
C (1.04994, 0.37301, 1.76736)  -0.53
C (-0.20745, -0.08205, -1.94162)  -0.53
H (-1.31269, -1.30884, 1.40152)  0.25
C (-0.82999, -0.32698, 1.35950)  -0.47
H (0.50093, -0.88066, -2.20992)  0.37
H (0.84364, -1.16093, 0.22458)  0.34
H (-0.29747, 1.56261, -0.55993)  0.34
H (-1.59270, 0.43899, 1.16238)  0.27
O (-0.07884, -0.03455, 2.55016)  -0.43
H (1.17505, 1.46642, 1.76603)  0.27
C (0.34623, 0.69508, -0.75823)  -0.80
H (1.33940, 1.08502, -1.01929)  0.31
C (0.42119, -0.18190, 0.48140)  0.24

No. 12
The following is a quantum chemistry calculation of a 2-piece molecular cluster, C5H10O2 overall, from the OMol25 dataset.

Summary:
SMILES string = COCC1=C(O)C1.[H][H]
Total energy = -346.83897 Eh
Gap between HOMO and LUMO = 9.269 eV
Max |F| = 0.47 eV Å⁻¹

Each line ends with the Mulliken charge.
Element x y z (Å)
H (-0.58536, -2.80995, -2.08766)  0.05
H (0.90621, 1.14079, -0.98439)  0.27
C (-0.95619, 2.72778, 0.04383)  -0.72
H (1.95779, -1.84345, 1.62410)  0.21
O (-1.14203, -2.32103, 0.71544)  -0.49
H (-0.27859, -2.16039, -2.27217)  -0.05
H (1.22071, 1.50855, 0.72096)  0.31
H (1.99481, -2.24446, -0.15894)  0.19
H (-1.88427, -1.72695, 0.52742)  0.34
O (-0.78329, 1.34506, 0.20467)  -0.28
C (1.45314, -1.74070, 0.65339)  -0.60
C (0.60792, -0.50537, 0.35331)  0.19
H (-0.29863, 3.29616, 0.71968)  0.29
H (-0.75664, 3.05187, -0.98930)  0.29
C (0.55806, 0.94009, 0.04508)  -0.37
C (-0.01786, -1.60994, 0.59083)  0.14
H (-1.99578, 2.95195, 0.29377)  0.24